[1]
{"formula": "C18H38FO13S", "method": "wB97M-V/def2-TZVPD", "total_charge": 1, "multiplicity": 1, "molar_mass_g_mol": 513.6, "homo_lumo_gap_ha": 0.246, "total_energy_ev": -59444.8568, "fmax_ha_per_bohr": 0.005, "species": ["C", "C", "F", "S", "O", "H", "H", "H", "H", "H", "H", "C", "C", "O", "C", "O", "O", "C", "H", "H", "H", "H", "H", "H", "H", "H", "C", "C", "O", "C", "O", "O", "C", "H", "H", "H", "H", "H", "H", "H", "H", "C", "C", "O", "C", "O", "O", "C", "H", "H", "H", "H", "H", "H", "H", "H", "C", "C", "O", "C", "O", "O", "C", "H", "H", "H", "H", "H", "H", "H", "H"], "coordinates": [[3.385203, -5.983959, -4.164124], [4.536023, -5.038054, -4.370570], [4.261649, -3.750495, -4.024581], [5.063630, -4.892409, -6.152082], [5.418223, -6.409498, -6.540839], [3.449185, -6.423726, -3.170966], [2.444176, -5.445268, -4.273528], [3.402185, -6.793502, -4.894119], [5.457823, -5.352737, -3.869446], [3.804660, -4.900524, -6.661994], [6.161687, -6.749445, -6.013571], [1.240449, -2.338549, -3.571311], [2.031328, -1.247187, -2.882541], [1.351545, 0.013647, -2.941856], [0.343096, 0.152175, -2.071355], [0.000215, -0.673336, -1.263480], [-0.199844, 1.347796, -2.250976], [-1.319659, 1.627148, -1.397727], [1.013762, -2.052805, -4.597783], [1.815038, -3.264317, -3.585808], [0.304844, -2.526396, -3.045736], [2.977879, -1.065602, -3.389886], [2.237201, -1.501323, -1.842860], [-1.056771, 1.458661, -0.357580], [-2.167504, 0.999605, -1.666988], [-1.566439, 2.670934, -1.561198], [-2.084327, 6.733416, 3.678255], [-2.998445, 5.647044, 4.201218], [-3.041990, 4.507680, 3.320151], [-1.980267, 3.710155, 3.369996], [-1.015871, 3.840404, 4.079369], [-2.160420, 2.719966, 2.490013], [-1.076557, 1.791752, 2.420674], [-2.380401, 7.027000, 2.670682], [-2.147807, 7.608760, 4.325538], [-1.049773, 6.395122, 3.655228], [-4.026927, 5.999033, 4.243130], [-2.703185, 5.323433, 5.198747], [-0.837353, 1.393136, 3.404268], [-0.192896, 2.269266, 1.997865], [-1.415546, 0.988232, 1.773207], [-0.424475, -2.230680, -6.932245], [-1.098063, -3.383644, -6.224365], [-1.190460, -4.542262, -7.078567], [-0.114763, -5.294869, -7.202177], [0.938165, -5.162622, -6.607956], [-0.376482, -6.252252, -8.081361], [0.688156, -7.167205, -8.348265], [-0.937462, -2.007305, -7.867210], [-0.459655, -1.341598, -6.302106], [0.618597, -2.458668, -7.153592], [-2.133637, -3.146678, -5.993450], [-0.589727, -3.658651, -5.301098], [1.054852, -7.610036, -7.423874], [1.500754, -6.661374, -8.869014], [0.259831, -7.932430, -8.986748], [-0.949103, 5.135239, 7.612617], [-1.729427, 5.999895, 8.575770], [-2.465497, 5.213351, 9.530934], [-1.744172, 4.719245, 10.536361], [-0.568222, 4.899816, 10.724013], [-2.550486, 3.992748, 11.309718], [-1.902721, 3.380242, 12.430391], [-1.606039, 4.419572, 7.116851], [-0.479731, 5.755971, 6.848360], [-0.169441, 4.578945, 8.130530], [-2.496724, 6.573294, 8.057713], [-1.079983, 6.695245, 9.106814], [-1.368810, 4.123756, 13.018134], [-1.204027, 2.616411, 12.092877], [-2.699064, 2.931313, 13.015509]], "forces_ev_per_angstrom": [[-0.098, 0.082, -0.063], [0.068, -0.120, 0.227], [0.027, -0.097, -0.077], [-0.136, 0.088, 0.020], [-0.251, -0.065, 0.099], [-0.036, 0.058, 0.041], [-0.003, -0.009, -0.091], [0.048, -0.048, 0.020], [0.001, 0.049, -0.032], [-0.013, -0.050, -0.047], [0.147, 0.077, -0.164], [-0.117, 0.050, 0.020], [0.112, -0.055, 0.034], [-0.051, -0.004, -0.005], [0.046, -0.005, 0.022], [-0.008, 0.015, -0.021], [-0.006, -0.024, -0.025], [-0.095, 0.084, 0.021], [0.067, -0.005, -0.026], [0.001, -0.003, 0.011], [0.020, 0.005, 0.025], [-0.017, 0.028, -0.011], [-0.055, 0.013, 0.008], [0.010, 0.002, -0.033], [0.032, -0.042, 0.010], [0.046, 0.001, -0.027], [0.042, -0.068, -0.076], [-0.031, 0.222, 0.112], [0.023, -0.024, -0.001], [0.015, -0.006, -0.010], [-0.042, -0.001, 0.012], [-0.017, 0.015, -0.009], [0.026, -0.116, 0.001], [-0.020, 0.030, 0.018], [-0.010, 0.001, -0.001], [-0.001, 0.005, 0.029], [-0.028, -0.087, -0.046], [0.051, -0.068, -0.042], [0.005, 0.059, 0.020], [0.015, 0.008, 0.046], [-0.025, 0.007, 0.013], [0.010, -0.044, -0.057], [-0.046, 0.086, 0.107], [0.085, -0.041, -0.056], [-0.077, -0.068, 0.012], [0.243, 0.112, 0.035], [0.024, 0.005, -0.010], [-0.015, -0.027, 0.005], [-0.013, 0.013, 0.015], [-0.001, 0.008, -0.013], [0.004, 0.007, 0.023], [-0.003, -0.029, -0.007], [0.035, -0.024, -0.043], [-0.004, -0.002, -0.002], [0.005, 0.006, 0.012], [0.006, 0.006, -0.003], [-0.020, -0.131, 0.024], [0.021, 0.149, -0.077], [0.018, -0.043, 0.012], [0.006, 0.019, 0.003], [-0.022, -0.012, -0.008], [0.006, 0.004, -0.018], [-0.023, 0.002, 0.023], [0.001, 0.026, -0.030], [-0.005, -0.002, -0.007], [0.019, 0.050, 0.015], [-0.027, -0.029, 0.019], [0.018, -0.055, 0.038], [0.001, -0.002, -0.003], [0.014, 0.017, -0.003], [0.004, -0.005, -0.006]]}

[2]
{"formula": "C18H38N5O13V", "method": "wB97M-V/def2-TZVPD", "total_charge": -2, "multiplicity": 1, "molar_mass_g_mol": 583.5, "homo_lumo_gap_ha": 0.111, "total_energy_ev": -79019.8682, "fmax_ha_per_bohr": 0.091, "species": ["O", "V", "O", "N", "O", "O", "O", "N", "O", "O", "O", "N", "O", "O", "O", "C", "C", "C", "C", "C", "C", "N", "O", "C", "C", "C", "H", "H", "H", "H", "H", "H", "H", "H", "H", "H", "H", "H", "H", "H", "H", "H", "H", "H", "H", "C", "C", "C", "C", "C", "C", "N", "O", "C", "C", "C", "H", "H", "H", "H", "H", "H", "H", "H", "H", "H", "H", "H", "H", "H", "H", "H", "H", "H", "H"], "coordinates": [[5.634310, -11.743400, 4.803000], [5.117110, -10.701610, 3.759280], [6.285030, -10.392930, 2.738160], [0.573610, -11.314140, 5.183070], [1.783030, -11.028950, 5.125900], [0.246300, -12.437080, 5.501450], [-0.308640, -10.572260, 4.888410], [2.049750, -13.374120, 1.861500], [3.225660, -13.232900, 2.196680], [1.478470, -14.437750, 2.221650], [1.337880, -12.415500, 1.343390], [2.392370, -7.227600, 2.254610], [1.221280, -7.302640, 1.862890], [2.793050, -6.181450, 2.841810], [3.090250, -8.210110, 2.088260], [8.401210, -6.749350, 7.898070], [7.736850, -8.277020, 7.835530], [8.284510, -9.055100, 9.054540], [7.614570, -8.579350, 10.309630], [6.105680, -8.834450, 10.319150], [5.408510, -8.105790, 9.109360], [6.234540, -8.266290, 7.892980], [5.575080, -8.064620, 6.699940], [4.035860, -8.864500, 8.980050], [5.150400, -6.617470, 9.502570], [8.228400, -8.868700, 6.574680], [8.102070, -6.013900, 7.151260], [9.460400, -6.923310, 7.708470], [8.283220, -6.339880, 8.901320], [8.044630, -10.115730, 8.979570], [9.373780, -9.036040, 9.089410], [7.911820, -7.559210, 10.552630], [8.057700, -9.224270, 11.068460], [5.824370, -8.505720, 11.319600], [5.750440, -9.864150, 10.278880], [3.465230, -8.730720, 9.899060], [3.472300, -8.354080, 8.199050], [4.106530, -9.921210, 8.722230], [4.773800, -6.094050, 8.623760], [4.388810, -6.499950, 10.273450], [5.950610, -6.028240, 9.950420], [8.088720, -8.153360, 5.764200], [7.735380, -9.803590, 6.308220], [9.281960, -9.147460, 6.554300], [5.686820, -7.117760, 6.587790], [2.855360, -16.186780, 9.241850], [4.306220, -16.555620, 8.620440], [4.867200, -17.773390, 9.460200], [6.064820, -18.494590, 8.722330], [5.630400, -18.915480, 7.377240], [5.138490, -17.744490, 6.547040], [4.122280, -16.996450, 7.270700], [3.604730, -16.049790, 6.417380], [6.398970, -16.918050, 6.216930], [4.674270, -18.198780, 5.171920], [5.159670, -15.217790, 8.876530], [2.036050, -16.904170, 9.195110], [2.868380, -16.095260, 10.327920], [2.312880, -15.309040, 8.890580], [5.346050, -17.426070, 10.375720], [4.015080, -18.411880, 9.693250], [7.046050, -18.020160, 8.708070], [6.193670, -19.422240, 9.279970], [4.862870, -19.669360, 7.552350], [6.482370, -19.345820, 6.850900], [7.159510, -17.584180, 5.809560], [6.694270, -16.402790, 7.130940], [6.109060, -16.033280, 5.650150], [5.307000, -18.976830, 4.744850], [4.531690, -17.342490, 4.512730], [3.735080, -18.710390, 5.382340], [4.917150, -14.589220, 8.019680], [4.811420, -14.846440, 9.840340], [6.232560, -15.410100, 8.881830], [4.317730, -15.420390, 6.286670]], "forces_ev_per_angstrom": [[0.044, 0.835, -0.629], [-0.802, -0.518, -1.252], [-1.104, -0.425, 1.425], [0.355, -1.690, -0.296], [1.900, 1.070, 0.036], [0.173, -3.093, 1.373], [-1.787, 3.818, -0.927], [-4.536, 0.988, 0.749], [2.270, 0.937, -0.060], [0.607, 0.617, -1.101], [2.402, -2.239, 0.639], [-2.246, 1.428, 0.653], [-0.364, 0.685, -0.259], [0.477, -0.528, -0.276], [2.712, -1.749, 0.163], [-0.205, -1.909, 0.330], [-0.275, 2.294, 1.171], [-0.860, 0.236, -0.849], [0.637, -1.475, 0.656], [0.591, 1.043, -0.770], [-0.135, -0.509, 1.669], [1.323, -1.851, 1.752], [0.232, 0.543, -0.096], [0.363, 1.564, -0.806], [-0.539, -0.034, -0.308], [-0.018, -0.661, -1.736], [-0.562, -0.294, -0.074], [0.193, 0.112, 0.171], [-0.029, 0.136, -0.142], [-0.209, -0.142, -0.461], [0.077, 0.487, -0.007], [-0.423, 0.121, 0.044], [-0.011, 0.204, 0.611], [-0.847, 0.523, -0.243], [0.878, -0.330, -0.139], [0.153, -0.114, 0.131], [-0.234, -0.275, -0.109], [0.303, 0.127, 0.022], [0.018, 0.231, -0.039], [-0.409, -0.483, -0.101], [0.711, -0.386, -0.454], [-0.082, -0.207, -0.244], [-0.406, 0.050, 0.068], [0.204, 0.380, 0.529], [-0.493, 0.472, -0.790], [-0.146, -0.398, 0.220], [-1.041, 0.729, 2.470], [1.467, 1.305, -1.215], [-1.252, -0.616, 1.596], [-0.270, -0.181, -0.690], [1.881, -0.030, -0.544], [-0.102, -1.639, -0.602], [-0.663, 0.728, 0.125], [-0.726, 1.205, 1.476], [-1.435, -0.579, 0.811], [-0.723, -1.884, -0.844], [0.490, -0.945, -0.869], [0.842, 0.376, 0.250], [0.830, 0.406, -0.454], [-0.623, 0.345, 0.306], [0.337, -0.408, -0.135], [-0.323, 0.641, 0.264], [0.389, -0.078, 0.302], [-0.253, -0.115, -0.551], [-0.153, -0.379, -0.172], [0.088, 0.614, -0.250], [0.842, -0.497, 0.198], [0.349, -0.418, -1.018], [0.434, 0.328, 0.015], [-0.103, -0.370, -0.097], [-0.465, 0.129, -0.554], [0.044, 0.619, 0.479], [0.225, 0.407, -0.294], [0.010, 0.031, 0.138], [0.005, 0.684, -0.383]]}

[3]
{"formula": "C18H38NO2P2Sn", "method": "wB97M-V/def2-TZVPD", "total_charge": 3, "multiplicity": 1, "molar_mass_g_mol": 481.2, "homo_lumo_gap_ha": 0.229, "total_energy_ev": -49245.1556, "fmax_ha_per_bohr": 0.122, "species": ["Sn", "P", "P", "N", "C", "H", "H", "C", "H", "H", "C", "H", "H", "C", "H", "H", "C", "C", "H", "H", "H", "C", "C", "H", "H", "H", "C", "C", "H", "H", "H", "C", "C", "H", "H", "H", "C", "C", "H", "H", "H", "C", "H", "H", "H", "C", "H", "H", "H", "C", "H", "H", "H", "H", "H", "H", "H", "O", "H", "H", "O", "C"], "coordinates": [[0.336507, 0.379095, 0.031281], [-1.587558, 1.579576, -1.165370], [1.766376, -1.644511, 0.724027], [0.654095, -0.452347, -1.957391], [-1.125294, 1.093058, -2.869838], [-2.043994, 1.023918, -3.468776], [-0.509139, 1.899799, -3.309012], [-0.369083, -0.245007, -2.977255], [-1.098846, -1.083506, -3.004489], [0.132357, -0.286592, -3.967520], [1.234621, -1.786512, -2.074247], [1.750434, -1.842240, -3.056142], [0.449939, -2.572706, -2.131326], [2.249060, -2.150387, -0.972223], [3.226554, -1.689963, -1.207485], [2.393079, -3.240067, -0.977854], [1.181225, -3.168181, 1.575433], [0.461638, -2.868488, 2.897391], [-0.041296, -3.792225, 3.222980], [-0.303739, -2.092420, 2.803710], [1.172247, -2.581457, 3.685246], [3.261849, -0.943671, 1.555219], [2.993369, -0.594789, 3.025570], [3.809910, 0.048895, 3.381720], [2.979460, -1.492133, 3.660859], [2.056538, -0.041605, 3.178020], [-1.224195, 3.378207, -0.965393], [-1.687865, 3.909406, 0.398293], [-1.219568, 4.890652, 0.561623], [-1.394800, 3.266172, 1.240150], [-2.777225, 4.056129, 0.427467], [-3.384238, 1.224676, -0.988265], [-3.857879, 1.278491, 0.470862], [-4.880216, 0.869395, 0.505196], [-3.898502, 2.310931, 0.843810], [-3.239324, 0.674524, 1.142784], [-0.474994, 1.075129, 2.495033], [4.529714, -1.782473, 1.380582], [4.472595, -2.736701, 1.916718], [4.760339, -1.981925, 0.328826], [5.373688, -1.216252, 1.801129], [-1.715279, 4.249593, -2.123977], [-1.346032, 5.272715, -1.962543], [-1.334282, 3.913170, -3.094205], [-2.809162, 4.296750, -2.172044], [-4.260529, 2.096119, -1.895934], [-5.275788, 1.673469, -1.898397], [-4.340535, 3.125512, -1.523605], [-3.914558, 2.113347, -2.937394], [2.281626, -4.218641, 1.762524], [2.980144, -3.942527, 2.564484], [1.806291, -5.162851, 2.061722], [2.847025, -4.417415, 0.844568], [0.437903, -3.576947, 0.867487], [-3.465497, 0.179171, -1.335205], [3.415201, 0.004558, 1.008406], [-0.119517, 3.402490, -0.977378], [-0.953567, 1.051437, 3.543106], [1.642229, 1.021376, -1.321278], [1.641621, 1.545070, -0.478311], [-2.203293, -2.083349, 0.406527], [-1.441841, -1.214943, 0.500104]], "forces_ev_per_angstrom": [[-1.460, -1.976, -0.785], [-0.425, 1.717, -0.841], [2.012, -0.494, 0.405], [0.031, 0.886, 1.459], [0.781, -0.126, -0.192], [0.154, 0.117, 0.212], [-0.269, -0.244, 0.303], [-0.172, -0.186, -0.811], [0.321, 0.237, 0.275], [-0.351, 0.155, 0.401], [0.255, -0.562, -0.586], [-0.104, -0.086, 0.532], [0.107, 0.460, 0.148], [0.030, 0.580, -0.580], [-0.384, -0.119, 0.240], [0.002, 0.264, 0.144], [-1.319, 0.138, 0.077], [0.085, -0.330, 0.271], [0.135, 0.350, -0.035], [0.025, -0.011, 0.068], [-0.341, -0.079, -0.262], [-0.133, 0.506, -0.095], [0.137, 0.002, 0.198], [-0.226, -0.206, -0.071], [0.021, 0.322, -0.222], [0.120, -0.119, -0.004], [0.394, -0.050, 0.198], [-0.068, 0.239, 0.071], [-0.171, -0.274, -0.027], [-0.103, 0.115, -0.152], [0.386, -0.042, -0.006], [-0.053, -0.966, 0.732], [-0.398, 0.105, -0.025], [0.356, 0.158, 0.090], [0.009, -0.413, -0.058], [-0.062, 0.075, 0.024], [-1.891, -0.145, 4.367], [0.212, -0.239, -0.014], [0.078, 0.343, -0.164], [0.022, 0.007, 0.216], [-0.255, -0.134, -0.134], [-0.152, 0.150, -0.218], [-0.077, -0.296, -0.039], [-0.100, 0.122, 0.158], [0.379, 0.043, 0.011], [0.029, 0.295, -0.308], [0.321, 0.002, 0.062], [0.034, -0.346, -0.073], [-0.140, 0.072, 0.237], [0.493, -0.019, -0.048], [-0.287, -0.069, -0.264], [-0.027, 0.283, -0.109], [-0.055, -0.004, 0.242], [0.169, 0.073, 0.093], [0.033, 0.195, 0.015], [0.016, -0.153, 0.051], [-0.150, 0.023, -0.050], [1.876, 0.188, -4.068], [0.074, 0.359, 0.514], [0.988, 0.015, -1.657], [3.266, 3.758, 0.441], [-4.175, -4.665, -0.357]]}